(1)
12
Properties=species:S:1:pos:R:3:forces:R:3 method="wB97M-V/def2-TZVPD" molar_mass_g_mol=158.0 lumo_ha=0.0113 homo_energy_ev=-11.94 e_above_lowest_kj_mol=17.4
C -0.62525 -0.78292 -1.74941 -0.57 2.03 -1.43
O 0.71797 -0.78743 0.71565 -0.84 0.56 -0.48
O 0.54425 1.11401 2.29688 -0.45 0.71 3.63
O 0.00369 1.23979 -0.04303 0.31 -0.83 -0.03
O 2.61372 1.15843 0.79207 -0.83 -0.26 0.12
O -1.92796 -0.40782 0.74473 -2.05 -0.37 1.35
P 1.23695 0.74400 1.00910 -0.96 -0.97 -3.15
P -0.75193 -0.23449 -0.03524 3.91 1.19 -1.68
H 0.35978 -1.16985 -1.66734 1.12 -0.43 -0.76
H -1.28935 -1.53603 -2.13927 -0.39 -0.41 0.59
H -0.68399 0.07040 -2.57808 0.37 -1.46 2.28
H -0.19790 0.59190 2.65394 0.38 0.24 -0.43



(2)
7
Properties=species:S:1:pos:R:3:forces:R:3 method="wB97M-V/def2-TZVPD" molar_mass_g_mol=64.1 lumo_ha=0.0227 homo_energy_ev=-9.82 e_above_lowest_kj_mol=99.5
S 0.09011 -2.21507 -0.49498 0.77 -2.48 0.57
H 0.44269 -1.50720 -1.58827 -1.01 1.21 0.79
H -0.69743 -1.75562 0.52525 0.22 1.26 -1.38
O -1.06771 1.30127 0.00162 -0.14 -0.04 0.06
C 0.05964 1.37442 0.40442 -0.09 -0.02 -0.26
H 0.77631 2.05505 -0.10365 0.08 -0.20 0.36
H 0.39639 0.74714 1.25560 0.17 0.27 -0.15



(3)
7
Properties=species:S:1:pos:R:3:forces:R:3 method="wB97M-V/def2-TZVPD" molar_mass_g_mol=64.1 lumo_ha=0.0004 homo_energy_ev=-8.57 e_above_lowest_kj_mol=292.0
C -0.57917 -1.96599 -0.39844 1.39 0.97 0.76
O 0.16069 1.79302 -0.30095 1.92 0.72 0.29
S 0.19457 -1.36527 0.98157 0.38 0.18 -1.26
H -0.71405 2.18125 -0.52183 1.58 0.50 0.22
H -1.65922 -2.06701 -0.16429 0.47 -0.13 0.56
H 1.00427 2.39977 -0.22695 -3.46 -1.19 -0.50
H 1.59291 -0.97577 0.63090 -2.28 -1.06 -0.06



(4)
7
Properties=species:S:1:pos:R:3:forces:R:3 method="wB97M-V/def2-TZVPD" molar_mass_g_mol=64.1 lumo_ha=0.0245 homo_energy_ev=-9.92 e_above_lowest_kj_mol=75.4
C -1.71074 -0.43500 -0.23768 -0.09 -0.17 0.40
O -2.51600 -0.01078 0.52498 -1.33 0.69 1.47
S 1.91959 0.01526 0.18903 0.02 1.02 2.16
H -1.84856 -0.02459 -1.25159 1.19 -0.78 -0.47
H -0.99794 -1.16804 0.22217 0.21 0.25 -1.39
H 2.76653 0.63289 -0.55569 0.98 0.36 -1.61
H 2.38712 0.99025 1.10878 -0.99 -1.37 -0.56